A 10-piece molecular cluster, C36H86N10O8 overall. Source: the Open Molecules 2025 dataset; level of theory: ωB97M-V/def2-TZVPD.

```
140
C36H86N10O8 ωB97M-V/def2-TZVPD
N 0.515 -0.643 -0.392
H -0.287 0.794 2.823
C 0.129 -7.251 2.503
C -2.199 -3.125 -4.015
H 8.061 -3.280 3.809
H -1.956 6.880 1.126
H 6.791 -1.461 2.864
H -1.388 -3.928 2.679
H 3.613 4.281 3.813
N 6.962 -1.414 -0.049
H -2.830 5.338 -3.177
N -0.701 2.352 4.824
C 0.718 -3.817 3.113
H -0.867 -2.394 2.593
H 1.663 2.744 0.372
C 4.492 -0.360 3.339
H -1.841 -0.055 3.173
C 5.244 -1.401 4.178
N 6.465 -1.835 3.743
N -6.385 -1.201 0.101
H -6.086 2.762 -1.934
H 7.578 -2.353 5.285
O 0.128 -2.960 -2.491
H 5.021 -0.182 2.402
C 5.518 -1.427 0.109
H 3.518 -0.840 3.242
C -0.878 3.294 5.889
H 2.620 -0.262 -0.089
H -2.127 -3.093 -2.928
C -6.479 3.762 -3.860
H -0.331 -3.495 1.215
H 0.256 -1.458 -0.929
C -5.311 -0.700 -0.538
H -8.166 -1.003 -1.009
C 0.236 -3.026 -3.738
H -3.178 1.576 -5.096
H -0.977 -0.547 -2.447
H -2.562 3.640 -2.959
H -2.721 -2.209 -4.293
C 2.696 -5.288 3.016
H 1.680 -3.884 -5.082
C 1.539 -3.000 -4.461
C -1.660 6.110 -0.926
H -0.381 -5.896 3.953
H -3.786 0.205 -4.202
H 2.884 -4.846 3.994
N 1.248 -5.109 2.780
H 5.044 -0.459 0.272
H -0.900 5.438 1.020
H -8.066 -2.458 0.101
H -1.265 4.618 -3.566
H -4.205 0.988 0.194
H -3.302 -0.572 0.283
H -3.415 1.696 -3.416
C -1.349 0.908 3.039
H -5.959 1.235 -3.631
O -2.067 7.127 -1.516
C -0.532 -3.383 2.280
H 5.024 -1.932 -0.721
H -5.921 1.105 -5.228
O 0.331 1.566 -0.475
H 9.739 0.095 0.634
H -4.918 1.767 -7.232
H -6.649 4.503 -1.911
H -6.684 4.776 -4.203
H 1.506 -2.132 -5.120
H 3.726 2.074 -0.730
H -4.929 3.944 -2.300
H -1.277 4.089 -0.906
C -5.937 3.320 -6.130
H 0.638 -3.666 4.189
H -1.926 3.325 6.187
C -1.681 1.567 4.303
H -0.384 7.019 0.470
H -0.258 2.999 6.735
C -4.903 2.857 -7.242
O -2.886 1.517 4.752
H -0.566 -6.775 1.812
C 9.049 -0.135 -0.178
O 7.338 0.147 1.506
H -0.670 4.279 5.471
H -6.365 -1.367 1.097
C 2.543 3.267 2.081
H 4.114 4.721 2.264
H 4.590 3.133 2.981
H 3.474 -3.527 1.791
H -6.872 2.798 -6.334
H 2.884 -6.344 3.210
O 4.756 -1.775 5.270
C -7.536 -1.766 -0.553
C 3.703 2.934 -0.060
C -0.060 0.463 -0.807
C -5.376 1.647 -4.455
C 7.715 -0.494 0.556
H -7.413 3.206 -3.946
H -1.329 1.126 -2.230
C -1.242 0.186 -1.685
H 1.503 -3.086 2.920
H 0.110 2.462 4.232
H -7.237 -2.406 -1.383
C -4.272 -0.085 0.378
H -6.152 4.387 -6.179
H 9.561 -0.866 -0.804
N -0.851 -3.129 -4.476
O -5.215 -0.586 -1.738
C 7.236 -2.852 4.379
H -1.771 1.458 2.198
N 2.561 2.923 0.797
O 1.508 3.293 2.760
H 4.644 2.887 0.488
C 0.554 -6.195 3.480
H -2.228 0.048 -1.241
H -0.855 -2.998 -5.477
C 1.821 -0.833 0.384
H -5.165 3.218 -8.237
H -3.891 3.221 -7.068
H 0.928 -7.721 1.930
C -2.085 4.614 -2.848
H 5.517 -2.072 0.988
H 3.731 3.874 -0.612
H -0.304 -8.067 3.082
C -6.001 3.757 -2.370
H -4.658 -0.184 1.393
C -1.236 6.341 0.510
N -1.589 4.848 -1.495
H -2.644 -4.059 -4.359
H 6.579 -3.672 4.667
H 1.087 -6.830 4.187
H 4.602 -4.628 2.329
H 2.428 -2.842 -3.851
C 3.782 3.848 2.827
H 8.916 0.828 -0.671
C 3.562 -4.592 2.006
H 2.083 -1.891 0.409
C -3.878 1.285 -4.313
N -5.545 3.081 -4.748
H 7.327 -1.569 -0.977
H 1.654 -0.290 1.314
H 4.486 0.597 3.860
H 3.586 -5.168 1.081
```

Output
- Spin multiplicity: 2
- Kohn-Sham gap (spin up / spin down): 0.26442 / 0.08727 hartree
- ⟨S²⟩: 0.75
- HOMO level (spin up / spin down): -9.4407 / -9.4407 eV
- Net charge: +1

These are the Löwdin partial charges, in e, on atoms 1 to 6: 0.06, 0.07, -0.11, -0.06, 0.09, 0.09

=====

One molecule with the formula C4H6O. Source: the Open Molecules 2025 dataset; level of theory: ωB97M-V/def2-TZVPD.

```
11
C4H6O ωB97M-V/def2-TZVPD
H 3.403 1.069 -1.296
H -1.782 0.183 -0.943
H -2.214 -0.776 0.504
H -2.439 0.996 0.501
O -0.520 0.416 0.701
C 2.558 0.600 -0.844
C 1.594 0.090 -0.336
C 0.443 -0.545 0.324
H 0.795 -1.077 1.219
C -1.796 0.182 0.157
H 0.006 -1.293 -0.353
```

Output
- Kohn-Sham gap: 0.40245 hartree
- SMILES: C#CCOC
- HOMO level: -9.9119 eV

These are the Löwdin partial charges, in e, on atoms 1 to 6: 0.02, 0.09, 0.09, 0.09, -0.19, 0.11

=====

C18H26NO8P2Re as an isolated structure. Source: the Open Molecules 2025 dataset; level of theory: ωB97M-V/def2-TZVPD.

```
56
C18H26NO8P2Re ωB97M-V/def2-TZVPD
H -3.841 -3.287 -2.507
H 3.099 5.763 -1.202
P -1.048 -2.007 -1.607
N -0.089 -0.767 2.305
C 1.201 3.093 -1.359
H 0.205 0.983 -2.852
H -0.750 2.982 -2.246
C -0.642 0.478 2.628
C 0.348 1.190 0.006
H -0.557 5.242 -3.342
H 2.918 1.934 0.398
O -0.052 -1.912 -0.480
O -3.657 -3.673 1.248
C 0.161 3.607 -2.148
C 2.775 1.272 -0.482
H 0.179 2.094 0.679
C 1.203 0.711 -2.470
C 0.943 -2.922 2.818
H 0.620 -3.130 1.780
H 2.952 0.269 -0.125
C 2.219 3.952 -1.050
H -1.759 0.582 2.588
H 2.027 1.159 -3.066
H 3.009 3.744 -0.354
C 0.230 1.348 3.257
H 1.961 1.481 4.509
H -0.607 -4.077 -0.077
P -3.242 -2.504 0.294
H 2.498 -0.996 4.387
C 0.885 -1.396 3.023
C 1.373 1.535 -1.116
O -4.601 -2.088 -0.421
H 1.361 6.712 -2.930
Re -0.678 -0.319 0.599
C 1.273 5.738 -2.382
H 1.312 -0.364 -2.369
H 0.265 -3.495 3.521
H -2.300 -3.952 -2.953
C 0.202 4.900 -2.654
O 2.292 -3.437 2.985
C -3.017 -3.891 -2.105
C 1.655 -0.598 3.809
H 2.413 -3.833 3.875
C 1.351 0.829 3.872
H 3.533 1.481 -1.216
O -0.619 -2.100 -3.030
H 0.040 2.413 3.236
H -3.368 -4.912 -1.819
O -1.940 -0.629 -1.328
H -4.901 -1.223 -0.120
C -2.210 -3.324 -0.925
O -1.527 -4.389 -0.209
O -2.498 -1.409 1.073
H -1.882 0.065 -1.988
C 2.182 5.232 -1.522
H -2.897 -4.157 1.564
```

Output
- Spin multiplicity: 4
- Kohn-Sham gap (spin up / spin down): 0.26445 / 0.22806 hartree
- ⟨S²⟩: 3.86
- HOMO level (spin up / spin down): -10.6999 / -11.3701 eV
- Net charge: +1

These are the Löwdin partial charges, in e, on atoms 1 to 6: 0.09, 0.12, 0.41, -0.19, -0.19, 0.07

=====

What ΔE to the lowest compared entry with this formula, charge and spin values result from the calculations? In sequence: 0.0000, 1.9648, 2.3978 eV.